Entry 1:
{"formula": "C12H48N10O12", "method": "ωB97M-V with the def2-TZVPD basis set", "species": ["N", "C", "N", "O", "H", "H", "H", "H", "N", "C", "N", "O", "H", "H", "H", "H", "N", "C", "N", "O", "H", "H", "H", "H", "N", "C", "N", "O", "H", "H", "H", "H", "N", "C", "N", "O", "H", "H", "H", "H", "C", "O", "H", "H", "H", "H", "C", "O", "H", "H", "H", "H", "C", "O", "H", "H", "H", "H", "C", "O", "H", "H", "H", "H", "C", "O", "H", "H", "H", "H", "C", "O", "H", "H", "H", "H", "C", "O", "H", "H", "H", "H"], "positions_angstrom": [[-31.8179, 15.6465, 10.5099], [-32.3518, 15.4046, 11.7290], [-33.3150, 16.2516, 12.1214], [-31.9465, 14.4562, 12.4117], [-32.1358, 16.2875, 9.8054], [-31.0229, 15.0694, 10.2464], [-33.6842, 16.1578, 13.0510], [-33.6241, 17.0362, 11.5799], [-29.6365, 10.4864, 9.7866], [-30.8397, 11.0788, 9.6042], [-31.0035, 12.1240, 10.4525], [-31.7803, 10.6503, 8.9191], [-29.5595, 9.5892, 9.3391], [-29.0347, 10.7831, 10.5312], [-31.9058, 12.5558, 10.5410], [-30.2257, 12.5550, 10.9483], [-23.5837, 16.7754, 6.2127], [-24.6923, 16.4254, 6.8898], [-24.5945, 15.3636, 7.6976], [-25.7389, 17.0821, 6.8491], [-23.6335, 17.6711, 5.7595], [-22.8182, 16.1450, 6.0781], [-23.7490, 14.8407, 7.8102], [-25.4619, 15.2132, 8.2035], [-31.7719, 12.2744, 5.3242], [-30.8240, 12.9183, 6.0225], [-31.1932, 13.1125, 7.3178], [-29.7142, 13.2376, 5.5745], [-32.6240, 11.9992, 5.7727], [-31.6012, 12.0108, 4.3709], [-30.6876, 13.6583, 7.9978], [-32.0178, 12.6348, 7.6452], [-27.4620, 13.3354, 13.8162], [-28.6129, 13.5342, 13.1237], [-29.3311, 14.6059, 13.5706], [-28.9384, 12.9073, 12.1225], [-26.7946, 12.6605, 13.4884], [-27.1688, 14.0138, 14.4905], [-30.2529, 14.6886, 13.1424], [-29.0320, 15.0679, 14.4046], [-33.6397, 14.8973, 5.2873], [-33.2583, 15.3401, 6.5711], [-32.7631, 15.0294, 4.6443], [-33.9294, 13.8449, 5.3176], [-34.4533, 15.5225, 4.9244], [-32.5429, 14.7998, 6.9293], [-29.1784, 15.6232, 8.1779], [-29.4541, 14.6716, 9.2048], [-30.0835, 15.6963, 7.5762], [-28.9133, 16.5994, 8.5925], [-28.3586, 15.3231, 7.5259], [-28.6336, 14.3756, 9.6130], [-27.7975, 18.2314, 11.3194], [-27.2373, 17.1747, 12.0949], [-27.0071, 18.7432, 10.7698], [-28.5924, 17.8432, 10.6847], [-28.3116, 18.9015, 12.0159], [-26.3930, 17.4581, 12.4532], [-26.8945, 12.8716, 6.9412], [-27.8299, 11.8322, 7.1791], [-26.9153, 13.3046, 5.9405], [-27.0057, 13.6317, 7.7204], [-25.9043, 12.4193, 7.0476], [-28.6694, 12.1413, 6.7930], [-26.0021, 13.9520, 10.4622], [-26.3766, 15.2195, 9.9335], [-25.1054, 13.5310, 10.0084], [-25.8363, 14.0056, 11.5408], [-26.8346, 13.2605, 10.2989], [-26.7875, 15.7179, 10.6502], [-28.0402, 18.8821, 5.4698], [-27.7510, 17.5232, 5.1903], [-27.1924, 19.3822, 5.9430], [-28.3780, 19.4867, 4.6271], [-28.8993, 18.8860, 6.1527], [-27.0985, 17.2492, 5.8718], [-31.0957, 19.3844, 8.3684], [-30.4399, 19.3831, 9.6284], [-30.7335, 18.4746, 7.8783], [-32.1747, 19.2843, 8.4678], [-30.8918, 20.2646, 7.7566], [-29.4985, 19.5345, 9.5322]], "total_energy_ha": -1936.55817, "smiles": "NC(N)=O.NC(N)=O.NC(N)=O.NC(N)=O.NC(N)=O.CO.CO.CO.CO.CO.CO.CO", "charge": 0}

=====

Entry 2:
{"formula": "C3H11NO2", "method": "ωB97M-V with the def2-TZVPD basis set", "species": ["C", "C", "N", "C", "O", "H", "H", "H", "H", "H", "H", "H", "H", "H", "O", "H", "H"], "positions_angstrom": [[-0.6575, -0.5256, -1.8624], [-0.5499, 0.4907, -0.7388], [-0.0507, -0.1440, 0.4973], [0.0826, 0.7675, 1.5883], [-1.2037, 1.3018, 1.9359], [-0.9962, -0.0339, -2.7706], [0.3312, -0.9498, -2.0643], [-1.3341, -1.3419, -1.5923], [-1.5027, 0.9862, -0.5493], [0.1687, 1.2662, -1.0027], [-0.7047, -0.8700, 0.7767], [0.4902, 0.2379, 2.4528], [0.7432, 1.5876, 1.2928], [-1.0871, 1.9947, 2.5923], [2.3647, -1.4413, -0.4133], [2.3618, -2.3257, -0.0410], [1.5442, -1.0002, -0.1014]], "total_energy_ha": -326.12723, "smiles": "CCNCO.O", "charge": 0}

=====

Entry 3:
{"formula": "C6H10N", "method": "ωB97M-V with the def2-TZVPD basis set", "species": ["C", "N", "C", "C", "C", "C", "C", "H", "H", "H", "H", "H", "H", "H", "H", "H", "H"], "positions_angstrom": [[3.1845, -0.6847, 0.2916], [2.2463, -0.2993, -0.2739], [1.1386, 0.3885, -0.7636], [0.6722, 1.5341, 0.2309], [-0.1488, 0.3617, 0.2612], [-1.4819, 0.1745, -0.1810], [-2.1101, -1.1831, 0.1339], [3.8699, -1.3693, 0.7203], [1.0352, 0.3564, -1.8660], [0.4424, 2.5397, -0.1852], [1.3304, 1.7748, 1.0576], [0.2386, -0.2965, 1.0920], [-2.1082, 1.0059, 0.2666], [-1.5320, 0.4284, -1.3089], [-2.0255, -1.7989, -0.8945], [-3.1928, -1.2155, 0.4401], [-1.5589, -1.7169, 0.9787]], "total_energy_ha": -288.99067, "smiles": "C#[N+][C@@H]1C[C@H]1CC", "charge": 1}

=====

Entry 4:
{"formula": "C33H41FN6O3ReSbSe4", "method": "ωB97M-V with the def2-TZVPD basis set", "species": ["Re", "C", "C", "N", "C", "C", "C", "O", "O", "C", "O", "C", "C", "C", "F", "C", "C", "C", "N", "C", "C", "N", "C", "C", "H", "H", "H", "H", "H", "H", "H", "H", "H", "H", "H", "H", "H", "H", "H", "H", "H", "H", "Se", "Sb", "Se", "Se", "Se", "N", "C", "C", "C", "N", "C", "C", "H", "H", "H", "H", "H", "H", "C", "C", "C", "C", "C", "C", "C", "C", "C", "C", "C", "C", "N", "H", "H", "H", "H", "H", "H", "H", "H", "H", "H", "H", "H", "H", "H", "H", "H", "H"], "positions_angstrom": [[-2.6035, 1.1908, 0.9417], [1.1500, -1.4121, -4.8263], [0.9841, 0.0981, -4.8473], [0.6249, 0.6355, -3.5200], [-0.6456, 0.9529, -3.2745], [-1.1361, 1.3164, -2.0430], [-2.5614, 1.7461, -1.9913], [-3.2398, 1.8396, -2.9738], [-3.0168, 2.0601, -0.7635], [-0.2649, 1.2964, -0.9267], [-0.6141, 1.4663, 0.2730], [1.1404, 1.0580, -1.2061], [2.0781, 1.1518, -0.1730], [3.4003, 0.9646, -0.4401], [4.2874, 1.1288, 0.5579], [3.8693, 0.6448, -1.7283], [2.9306, 0.5140, -2.7359], [1.5696, 0.7320, -2.4961], [5.2385, 0.4492, -2.0357], [5.8127, 1.3142, -3.0578], [6.9954, 0.6344, -3.7179], [8.0124, 0.3059, -2.6570], [7.4007, -0.5641, -1.5882], [6.2019, 0.1470, -0.9870], [1.4377, -1.7658, -5.8155], [0.2104, -1.8944, -4.5550], [1.9110, -1.7256, -4.1112], [0.1824, 0.3848, -5.5236], [1.8837, 0.6026, -5.1959], [-1.3292, 0.9201, -4.1141], [1.7522, 1.4116, 0.8264], [3.2718, 0.2307, -3.7207], [6.1380, 2.2734, -2.6229], [5.0783, 1.5450, -3.8246], [7.4666, 1.2728, -4.4622], [6.7023, -0.3088, -4.1746], [8.3399, 1.1756, -2.2288], [8.8277, -0.1506, -3.0683], [8.1608, -0.7643, -0.8363], [7.1073, -1.4954, -2.0686], [6.5359, 1.0474, -0.4531], [5.7633, -0.5232, -0.2531], [-1.2816, 3.0270, 7.0963], [-1.9829, 4.5669, 5.5019], [-0.6015, 3.9963, 3.0414], [-2.6162, 3.2924, 2.1929], [-3.9664, 3.2130, 4.0749], [-8.6844, 0.7961, 2.4573], [-7.3831, 0.8708, 2.1210], [-6.3902, 0.2261, 2.8773], [-5.0799, 0.3284, 2.5032], [-4.6716, 1.0046, 1.4089], [-5.6226, 1.6253, 0.6753], [-6.9521, 1.5893, 0.9925], [-8.9717, 0.3448, 3.3071], [-9.3751, 1.3294, 1.9601], [-6.6434, -0.3337, 3.7676], [-4.3000, -0.1265, 3.0980], [-5.2822, 2.1716, -0.1930], [-7.6575, 2.1252, 0.3721], [-0.4611, -2.0516, 4.9815], [-0.1779, -0.7888, 4.1507], [-1.2090, 0.2769, 4.4959], [-0.0116, -1.2380, 2.7013], [1.1875, -1.8835, 2.4077], [1.4221, -2.4577, 1.1734], [0.4056, -2.4847, 0.2331], [-0.8251, -1.8859, 0.4719], [-1.8982, -2.1758, -0.5776], [-2.3535, -3.6336, -0.3984], [-3.1364, -1.2911, -0.6248], [-0.9724, -1.1603, 1.6741], [-1.9809, -0.1801, 1.7581], [-0.5147, -1.7926, 6.0396], [0.3094, -2.8117, 4.8523], [-1.4206, -2.4853, 4.6899], [0.7973, -0.4044, 4.4642], [-2.2289, -0.1139, 4.4500], [-1.1397, 1.1487, 3.8534], [-1.0383, 0.6148, 5.5163], [1.9436, -1.9325, 3.1832], [2.3763, -2.9223, 0.9573], [0.5551, -3.0017, -0.7088], [-1.4001, -2.0963, -1.5493], [-2.8856, -3.7474, 0.5488], [-1.5099, -4.3218, -0.3939], [-3.0277, -3.9221, -1.2061], [-3.6714, -1.2859, 0.3223], [-3.8234, -1.6695, -1.3828], [-2.9023, -0.2553, -0.9189]], "total_energy_ha": -11860.09761, "charge": 2}

=====

What HOMO-LUMO gap values result from the calculations? In sequence: 0.330; 0.393; 0.357; 0.212 hartree.
What ΔE to the lowest compared entry with this formula, charge and spin values result from the calculations? In sequence: 0.759; 0.116; 2.511; 0.000 eV.
What LUMO level values result from the calculations? In sequence: 0.0055; 0.0304; -0.1704; -0.1888 hartree.